Record 1
DFT (the ωB97M-V functional and the def2-TZVPD basis) results for a cluster of 2 separate species, CH4N4S in total.

The energy above the lowest of the compared OMol25 structures with the same formula, charge and spin comes out at 250.6 kJ/mol. For the total energy, the calculation gives -657.580197 Ha. The value obtained for the HOMO energy (spin up / spin down) is -7.9 / -7.9 eV. Its HOMO-LUMO gap (spin up / spin down) is 8.584 / 8.578 eV. As for the total charge: 0. Its multiplicity is 1.

Positions of all 10 atoms, in Å:
S (-2.4042, 3.1361, 1.9414)
N (-1.5126, 2.0199, 2.4753)
N (0.7699, 1.0339, 0.8742)
N (0.5687, -0.1889, 0.4392)
N (-0.8746, 1.1474, 2.7626)
C (-0.2464, -0.5812, -0.5599)
H (-0.2029, -1.6297, -0.8693)
H (1.0600, -0.8300, 1.0982)
H (-0.6753, 0.1292, -1.2863)
H (0.2675, 1.7505, 0.3627)

=====

Record 2
DFT (the ωB97M-V functional and the def2-TZVPD basis) results for a structure of composition C3H6Br2NO.

The energy above the lowest of the compared OMol25 structures with the same formula, charge and spin comes out at 230.4 kJ/mol. For the total energy, the calculation gives -5395.547386 Ha. The value obtained for the HOMO energy is -13.3 eV. Its HOMO-LUMO gap is 8.862 eV. As for the total charge: +1. Its multiplicity is 1.

Positions of all 13 atoms, in Å:
Br (1.5724, 1.6108, 0.9783)
Br (0.3439, 2.1249, -1.9011)
O (-2.1607, 0.9602, -0.5443)
N (-0.6632, 0.4578, 2.0024)
C (-1.0364, 1.1707, -0.2519)
C (0.9286, 0.2530, -2.1436)
C (-0.0859, 0.8055, 0.6800)
H (0.0727, 0.1176, 2.6989)
H (-1.4179, -0.3788, 1.8904)
H (-0.9757, 1.1085, 2.7915)
H (1.9469, 0.3223, -2.5223)
H (0.2675, -0.4296, -2.6731)
H (0.9591, 0.0799, -1.0751)

=====

Record 3
DFT (the ωB97M-V functional and the def2-TZVPD basis) results for an isolated molecule of C22H36N2O2.

The energy above the lowest of the compared OMol25 structures with the same formula, charge and spin comes out at 119.4 kJ/mol. For the total energy, the calculation gives -1119.915874 Ha. The value obtained for the HOMO energy is -8.3 eV. Its HOMO-LUMO gap is 8.923 eV. As for the total charge: 0. Its multiplicity is 1.

Positions of all 62 atoms, in Å:
O (1.0305, -3.2540, 0.1305)
O (5.5272, 0.5606, 0.6809)
N (3.8785, 0.9626, -0.8137)
N (-2.6372, -1.3892, -0.4466)
C (4.6229, -3.6026, -0.0121)
C (4.0445, 2.3929, -0.8764)
C (-5.8363, 0.7091, -0.7876)
C (-4.5869, 0.3005, 0.0028)
C (5.0629, -2.2888, -0.0100)
C (2.8018, 3.1484, -0.3743)
C (1.4485, 3.6626, 1.7284)
C (3.2742, -3.8901, 0.0220)
C (2.3294, -2.8610, 0.0688)
C (4.5956, 0.1624, 0.0112)
C (2.5146, 2.7831, 1.0861)
C (-1.4928, -0.6648, -0.9378)
C (0.0013, -2.2829, 0.2296)
C (-5.0219, -0.0894, 1.4176)
C (-3.6397, 1.4984, 0.0762)
C (2.7721, -1.5440, 0.0550)
C (4.1339, -1.2597, 0.0077)
C (-1.2517, -2.9837, 0.7497)
C (-0.3293, -1.6416, -1.1204)
C (-3.9567, -0.9020, -0.7583)
C (1.5985, 2.8786, -1.2787)
C (-2.3988, -1.9750, 0.8482)
H (1.3461, 3.4164, 2.7827)
H (3.1514, 0.5566, -1.3791)
H (-3.2557, 1.7502, -0.9098)
H (1.2312, 1.8619, -1.1504)
H (-0.6193, -2.4300, -1.8157)
H (0.4807, 3.5220, 1.2532)
H (-4.1680, -0.2999, 2.0542)
H (4.2657, 2.6914, -1.9076)
H (-6.3611, 1.5150, -0.2793)
H (-6.5184, -0.1323, -0.8877)
H (0.2939, -1.5061, 0.9530)
H (0.7846, 3.5601, -1.0471)
H (2.2038, 1.7374, 1.1437)
H (6.1143, -2.0495, -0.0267)
H (-5.6613, -0.9693, 1.3946)
H (3.0389, 4.2166, -0.4253)
H (-1.1659, 0.1383, -0.2521)
H (-1.7456, -0.2101, -1.8975)
H (-5.5838, 0.7258, 1.8701)
H (-1.5189, -3.7806, 0.0562)
H (-4.1690, 2.3655, 0.4673)
H (3.4419, 2.8755, 1.6549)
H (-4.6399, -1.7513, -0.6425)
H (-3.3054, -2.4863, 1.1745)
H (1.8676, 3.0208, -2.3235)
H (4.9072, 2.6281, -0.2488)
H (5.3391, -4.4102, -0.0361)
H (2.0719, -0.7252, 0.1174)
H (-3.9385, -0.6438, -1.8218)
H (2.9180, -4.9081, 0.0270)
H (-1.0504, -3.4256, 1.7260)
H (0.5386, -1.1250, -1.5336)
H (-2.1308, -1.2186, 1.6095)
H (1.7220, 4.7125, 1.6484)
H (-5.5683, 1.0533, -1.7842)
H (-2.8016, 1.2944, 0.7374)

=====

Record 4
DFT (the ωB97M-V functional and the def2-TZVPD basis) results for a structure of composition C9H14CaN2PS.

The energy above the lowest of the compared OMol25 structures with the same formula, charge and spin comes out at 191.9 kJ/mol. For the total energy, the calculation gives -1877.839694 Ha. The value obtained for the HOMO energy (spin up / spin down) is -1.1 / -1.6 eV. Its HOMO-LUMO gap (spin up / spin down) is 3.874 / 4.041 eV. As for the total charge: -1. Its multiplicity is 1.

Positions of all 28 atoms, in Å:
Ca (-1.3545, 0.2593, 1.0380)
S (-3.3199, -0.6395, -0.6235)
P (0.6053, 0.5919, 3.1368)
N (-4.3224, 1.4913, 0.8302)
N (-3.3603, 0.0349, 2.0935)
C (-4.7527, 2.1962, -0.4007)
C (1.5583, -0.2092, -2.9846)
C (1.7760, -1.0984, -0.8363)
C (0.5524, -1.2471, -2.8310)
C (-4.3488, 1.9817, 2.1339)
C (-3.7034, 1.0953, 2.9286)
C (-3.8336, 0.2179, 0.7723)
C (2.4041, -0.2361, -1.7980)
C (0.6166, -1.7300, -1.4809)
H (0.4297, 1.9149, 3.6953)
H (0.0268, -2.5691, -1.0251)
H (-5.3792, 3.0326, -0.0775)
H (-3.4985, 0.9738, 3.9877)
H (-0.2720, -1.4532, -3.5139)
H (-4.9591, 2.8517, 2.3636)
H (3.2331, 0.4479, -1.6147)
H (-3.0121, -0.8881, 2.4015)
H (-5.3546, 1.4802, -0.9747)
H (2.1841, -1.3894, 0.1545)
H (-3.9244, 2.5560, -1.0490)
H (0.3006, -0.2381, 4.2813)
H (2.0584, 0.5174, 3.0822)
H (1.6700, 0.4474, -3.8622)

=====

Record 5
DFT (the ωB97M-V functional and the def2-TZVPD basis) results for the ion C6H7O with charge +1.

The energy above the lowest of the compared OMol25 structures with the same formula, charge and spin comes out at 156.6 kJ/mol. For the total energy, the calculation gives -307.686324 Ha. The value obtained for the HOMO energy is -14.5 eV. Its HOMO-LUMO gap is 8.920 eV. As for the total charge: +1. Its multiplicity is 1.

Positions of all 14 atoms, in Å:
O (-0.9332, 1.2707, -0.0265)
C (-0.0199, -0.9342, -0.1640)
C (-1.2366, -0.1289, 0.0300)
C (-2.5094, -0.4526, 0.1423)
C (2.4516, 0.1564, 0.1120)
C (1.1431, 0.0203, 0.0069)
C (0.2818, 1.4396, -0.0285)
H (0.1632, -1.3182, -1.2770)
H (-3.3547, 0.2082, 0.1218)
H (-2.7549, -1.4388, 0.1482)
H (3.0195, -0.7647, 0.3177)
H (0.1477, -1.7398, 0.5570)
H (0.6369, 2.4923, 0.0363)
H (2.9649, 1.1897, 0.0239)